Record 1
7
Properties=species:S:1:pos:R:3:forces:R:3 method="wB97M-V/def2-TZVPD" gap_ev=8.165 relative_energy_kj_mol=131.56 total_energy_ev=-26951.48809 fmax_ev_per_a=5.6 homo_energy_ev=-8.4 e_lumo_ha=-0.0073
C -0.45895 0.52595 -0.19642 4.592 1.206 1.186
C 0.88105 0.26722 0.01489 -2.259 -0.270 -0.356
N -0.97028 -0.70708 -0.32823 -1.123 -5.031 2.127
S 0.76351 -1.47061 0.06962 -2.475 0.563 -0.684
Cl 2.35916 1.01229 0.05796 1.015 1.147 0.018
H -0.96285 1.43063 -0.12059 -1.111 1.329 -0.236
H -1.61164 -1.05840 0.50277 1.360 1.056 -2.055

Record 2
8
Properties=species:S:1:pos:R:3:forces:R:3 method="wB97M-V/def2-TZVPD" gap_ev="7.416 / 7.415" relative_energy_kj_mol=212.20 total_energy_ev=-37785.33148 fmax_ev_per_a=3.7 homo_energy_ev="-8.5 / -8.5" e_lumo_ha="-0.0385 / -0.0385"
C -0.40170 -0.57926 0.97197 -0.056 -2.689 0.327
C 0.73661 0.04076 0.82400 -1.687 1.491 -1.158
N -1.28797 0.79876 -1.17958 0.752 0.264 0.609
S -1.76790 -0.48763 -0.15081 0.682 1.030 -0.944
S 0.17886 1.34931 -1.19256 -1.651 -1.982 2.654
Cl 1.57033 0.06221 -2.02362 0.792 -0.550 -0.885
H -0.68139 -1.61784 1.53575 1.104 2.798 -0.735
H 1.65316 0.43368 1.21486 0.064 -0.362 0.133

Record 3
8
Properties=species:S:1:pos:R:3:forces:R:3 method="wB97M-V/def2-TZVPD" gap_ev="6.275 / 7.427" relative_energy_kj_mol=547.63 total_energy_ev=-28007.73912 fmax_ev_per_a=6.6 homo_energy_ev="-7.7 / -8.8" e_lumo_ha="-0.0523 / -0.0503"
C -0.83942 -1.51248 0.92307 2.837 5.759 -0.033
C -0.31719 0.39176 0.83410 -3.405 -5.700 0.331
O -0.16734 -2.41417 1.54357 0.725 -1.919 1.242
O -1.39771 -2.21102 3.72020 -0.878 0.693 1.471
P -0.78259 -3.27515 2.98372 1.258 0.238 -1.923
Cl -2.47344 -1.77028 0.92237 -2.221 -0.028 -0.531
H -0.95586 0.52092 -0.02214 -0.144 0.924 -0.330
H 0.70079 0.57269 0.70981 1.828 0.033 -0.226